No. 1
13
Properties=species:S:1:pos:R:3 method="wB97M-V/def2-TZVPD" e_above_lowest_kj_mol=195.52 smiles="CNCC(O)=S" charge=0 gap_ev=9.015
C -0.918 -1.184 -1.123
N 0.041 -0.094 -1.261
C 0.149 0.923 -0.178
C 0.557 0.486 1.240
O 0.429 1.575 2.083
S 1.304 -0.900 1.554
H -0.608 -1.825 -0.132
H -2.013 -0.842 -0.860
H -0.765 -1.737 -2.071
H 0.976 -0.601 -1.352
H 0.922 1.651 -0.612
H -0.858 1.447 -0.210
H 0.785 1.101 2.922

No. 2
13
Properties=species:S:1:pos:R:3 method="wB97M-V/def2-TZVPD" e_above_lowest_kj_mol=199.97 charge=0 gap_ev=9.184
C -2.064 -0.964 0.084
O -2.092 0.381 -0.445
C -1.136 1.226 -0.106
N 0.129 1.123 -0.015
S 0.960 -0.294 -0.388
C 2.657 0.036 0.011
H -1.563 -1.101 1.052
H -3.106 -1.314 0.135
H -1.517 -1.596 -0.603
H -1.450 2.273 0.082
H 3.081 0.889 -0.513
H 3.233 -0.826 -0.387
H 2.867 0.166 1.093

No. 3
13
Properties=species:S:1:pos:R:3 method="wB97M-V/def2-TZVPD" e_above_lowest_kj_mol=423.68 charge=0 gap_ev=9.684
C -0.685 -0.783 -0.658
C -1.907 -0.305 0.287
C 0.656 -0.717 -0.817
N 2.493 1.058 0.615
O 2.943 -1.340 0.498
S 2.620 -0.283 -0.424
H -1.081 -1.230 -1.529
H -2.847 -1.013 0.245
H -2.101 0.756 0.138
H -1.447 -0.425 1.339
H 0.871 -1.085 -1.766
H 2.285 1.874 0.062
H 1.739 0.951 1.254

No. 4
13
Properties=species:S:1:pos:R:3 method="wB97M-V/def2-TZVPD" e_above_lowest_kj_mol=311.21 charge=0 gap_ev=10.185
C -1.230 -0.033 0.384
C -0.734 1.060 -0.533
C 0.049 -0.938 0.605
N 0.577 1.498 0.094
O 2.166 -0.664 -0.724
S 1.416 0.315 0.579
H -1.469 0.229 1.315
H -2.123 -0.557 0.025
H -0.586 0.916 -1.603
H -1.207 1.978 -0.423
H -0.073 -1.602 1.579
H 0.221 -1.693 -0.235
H 2.994 -0.511 -1.062

No. 5
13
Properties=species:S:1:pos:R:3 method="wB97M-V/def2-TZVPD" e_above_lowest_kj_mol=39.66 smiles="C[C@@H](S)NC=O" charge=0 gap_ev=10.122
C 0.554 1.320 -0.669
C -0.249 0.306 0.124
S -2.067 0.491 -0.256
N 0.139 -1.037 -0.174
C 0.448 -1.932 0.790
O 0.506 -1.690 1.966
H 0.390 1.180 -1.736
H 1.614 1.197 -0.453
H 0.258 2.331 -0.403
H -0.135 0.440 1.203
H -2.211 1.649 0.379
H 0.079 -1.330 -1.137
H 0.675 -2.926 0.365

No. 6
13
Properties=species:S:1:pos:R:3 method="wB97M-V/def2-TZVPD" e_above_lowest_kj_mol=9.86 spin_multiplicity=2 charge=+1 gap_ev="10.779 / 4.615" s2=0.76
C -0.644 0.104 -0.458
C 0.848 0.069 -0.813
S 1.101 0.969 -2.330
C -0.796 -0.854 0.730
N -0.653 -0.318 1.950
O -1.014 -2.021 0.523
H -0.952 1.117 -0.219
H -1.196 -0.316 -1.293
H 1.534 0.474 -0.082
H 1.137 -0.968 -1.041
H 1.643 2.068 -1.775
H -0.699 -0.944 2.743
H -0.309 0.620 2.066

No. 7
14
Properties=species:S:1:pos:R:3 method="wB97M-V/def2-TZVPD" e_above_lowest_kj_mol=444.84 smiles="COCSNC=S" charge=0 gap_ev=8.936
C -3.075 -0.999 0.659
O -2.438 0.215 0.237
C -1.428 0.409 1.175
S 0.012 -0.668 1.089
N 0.489 0.137 -0.354
C 1.982 0.486 -0.446
S 2.602 0.649 -1.885
H -3.707 -1.162 -0.297
H -3.548 -0.927 1.502
H -2.505 -1.880 0.780
H -1.912 0.003 2.157
H -1.351 1.694 1.452
H 0.038 -0.297 -1.049
H 2.381 0.809 0.455

No. 8
13
Properties=species:S:1:pos:R:3 method="wB97M-V/def2-TZVPD" e_above_lowest_kj_mol=416.33 charge=0 gap_ev=8.606
C -0.248 1.434 0.631
C 1.010 0.746 0.453
C 1.298 -0.334 -0.234
Si 0.169 -1.464 -1.159
N 2.527 -0.989 -0.165
O 3.569 -0.312 -0.152
H -1.044 1.371 -0.145
H -0.649 0.916 1.467
H -0.101 2.394 1.020
H 1.785 1.221 1.152
H 0.782 -1.617 -2.402
H -0.935 -0.557 -1.193
H 0.070 -2.782 -0.331

No. 9
12
Properties=species:S:1:pos:R:3 method="wB97M-V/def2-TZVPD" e_above_lowest_kj_mol=222.22 smiles="C=CN(C)S" charge=0 gap_ev=9.152
C -0.592 1.444 0.996
C -0.320 0.197 1.144
N 0.181 -0.646 0.154
C 0.187 -0.187 -1.273
S 1.442 -1.757 0.194
H -1.145 1.949 1.695
H -0.465 1.868 0.009
H -0.488 -0.067 2.147
H 1.001 0.489 -1.435
H 0.078 -0.928 -2.072
H -0.674 0.391 -1.237
H 0.795 -2.752 -0.323

No. 10
12
Properties=species:S:1:pos:R:3 method="wB97M-V/def2-TZVPD" e_above_lowest_kj_mol=147.83 smiles="CNCC=S" charge=0 gap_ev=8.575
C -2.776 -0.173 0.274
N -1.561 0.499 -0.275
C -0.453 -0.432 -0.332
C 0.779 0.429 -0.074
S 2.266 -0.106 0.126
H -3.672 0.300 -0.202
H -2.846 -1.263 -0.043
H -2.803 -0.197 1.347
H -1.240 1.136 0.488
H -0.473 -1.180 0.495
H -0.194 -0.983 -1.273
H 0.598 1.450 -0.110

No. 11
12
Properties=species:S:1:pos:R:3 method="wB97M-V/def2-TZVPD" e_above_lowest_kj_mol=237.21 smiles=NC1CSC1 charge=0 gap_ev=9.349
N 2.201 0.015 0.201
C 0.878 0.146 -0.348
C -0.286 1.208 0.160
S -1.540 -0.122 -0.046
C 0.071 -1.123 0.156
H 2.677 0.749 -0.241
H 2.642 -0.983 -0.125
H 0.852 0.330 -1.355
H -0.480 1.600 1.308
H -0.330 2.048 -0.571
H 0.181 -1.346 1.110
H -0.275 -1.930 -0.600

No. 12
12
Properties=species:S:1:pos:R:3 method="wB97M-V/def2-TZVPD" e_above_lowest_kj_mol=521.07 smiles=SC1CNC1 charge=0 gap_ev=8.722
S 2.121 -0.032 -0.368
C 0.530 -0.262 0.404
C -0.305 0.996 -0.074
N -1.465 0.092 -0.203
C -0.446 -1.115 -0.172
H 2.598 0.142 1.232
H 0.760 -0.018 1.626
H -0.023 1.499 -1.074
H -0.596 2.134 0.320
H -1.918 0.338 -0.973
H -0.166 -1.797 -1.189
H -1.091 -1.977 0.471

No. 13
13
Properties=species:S:1:pos:R:3 method="wB97M-V/def2-TZVPD" e_above_lowest_kj_mol=330.61 smiles="CS/C=N/SC" charge=0 gap_ev=8.275
C 0.081 2.953 1.602
S 0.948 1.709 0.607
C -0.285 0.616 -0.006
N 0.037 -0.633 -0.409
S -1.013 -1.831 -0.707
C 0.283 -2.766 -1.184
H 0.834 3.539 2.334
H -0.572 3.478 0.884
H -0.777 2.544 2.447
H -1.259 0.863 0.252
H 0.163 -3.725 -1.879
H 0.771 -2.986 -0.227
H 1.144 -2.150 -1.826

No. 14
13
Properties=species:S:1:pos:R:3 method="wB97M-V/def2-TZVPD" e_above_lowest_kj_mol=104.40 smiles="CCN(S)C=S" charge=0 gap_ev=9.078
C -0.966 -1.044 -1.805
C 0.115 -1.241 -0.771
N 0.010 -0.293 0.372
S -0.566 -0.963 1.807
C 0.377 0.992 0.320
S 1.018 1.923 -0.840
H -0.987 0.013 -2.114
H -1.960 -1.252 -1.343
H -0.737 -1.766 -2.610
H 1.118 -1.091 -1.251
H 0.035 -2.204 -0.241
H -1.876 -0.776 1.770
H -0.043 1.514 1.239

No. 15
13
Properties=species:S:1:pos:R:3 method="wB97M-V/def2-TZVPD" e_above_lowest_kj_mol=69.79 smiles="CCSC(N)=S" charge=0 gap_ev=8.784
C 2.421 0.278 0.084
C 0.879 0.582 -0.216
S -0.100 -0.899 -0.187
C -1.765 -0.242 -0.159
N -2.784 -1.102 -0.035
S -2.102 1.416 -0.061
H 3.006 -0.286 -0.639
H 2.558 -0.230 1.055
H 3.096 1.145 0.116
H 0.473 1.138 0.661
H 0.810 1.103 -1.202
H -2.711 -2.116 0.433
H -3.783 -0.789 0.149

No. 16
14
Properties=species:S:1:pos:R:3 method="wB97M-V/def2-TZVPD" e_above_lowest_kj_mol=122.61 charge=0 gap_ev=9.388
C 0.268 2.041 -0.598
S 0.117 1.359 0.973
C 0.115 -0.473 0.602
C -1.186 -1.138 0.936
S -2.343 -0.473 -0.315
N 1.035 -1.253 0.236
S 2.552 -0.624 -0.078
H 1.068 1.577 -1.115
H -0.612 1.966 -1.157
H 0.655 3.080 -0.537
H -1.661 -0.850 1.820
H -1.021 -2.220 1.019
H -1.975 -1.181 -1.333
H 2.989 -1.812 -0.454

No. 17
12
Properties=species:S:1:pos:R:3 method="wB97M-V/def2-TZVPD" e_above_lowest_kj_mol=241.08 charge=-1 gap_ev=7.781
C 0.922 0.037 -0.776
O -0.234 -0.712 -0.981
C 0.905 0.930 0.469
H 1.058 0.674 -1.675
H 1.806 -0.629 -0.736
H 1.808 1.539 0.546
H 0.782 0.270 1.329
H -0.021 1.504 0.493
O -1.396 -0.752 1.452
C -1.655 -0.892 0.238
H -2.160 -0.047 -0.251
H -1.814 -1.922 -0.107

No. 18
12
Properties=species:S:1:pos:R:3 method="wB97M-V/def2-TZVPD" e_above_lowest_kj_mol=237.34 smiles=[O-]CCCO charge=-1 gap_ev=6.325
O -1.389 -1.447 0.432
C -0.200 -1.485 -0.189
C 0.623 -0.148 0.101
C -0.286 1.005 -0.262
O 0.176 2.297 0.157
H 0.549 -2.308 0.143
H -0.284 -1.750 -1.257
H 1.624 -0.110 -0.268
H 0.549 -0.190 1.222
H -0.524 1.110 -1.332
H -1.264 0.747 0.178
H 0.427 2.278 1.076

No. 19
12
Properties=species:S:1:pos:R:3 method="wB97M-V/def2-TZVPD" e_above_lowest_kj_mol=404.03 charge=+1 gap_ev=11.849
C -0.045 0.290 -0.209
C -1.538 0.234 -0.200
C 0.518 -0.807 1.040
O 2.006 0.803 -0.926
O 0.617 0.788 -1.059
H -1.763 -0.906 -0.055
H -2.037 0.854 0.575
H -2.004 0.337 -1.205
H 0.008 -1.633 0.856
H 0.181 -0.083 1.816
H 1.569 -0.787 1.158
H 2.488 0.911 -1.792